## one
Molecular formula: C2HF3O
Method: DFT, wB97M-V/def2-TZVPD

Computed properties:
HOMO-LUMO gap, eV: 8.982
Net charge: 0
HOMO, eV: -9.26

Cartesian coordinates (Å):
C  -0.793  -0.315  0.552
C  -0.907  0.814  -0.109
O  -0.631  -1.340  1.109
F  1.811  -0.984  -0.045
F  -2.160  1.121  -0.541
F  0.040  1.669  -0.610
H  2.640  -0.964  -0.355


## two
Molecular formula: C2HF3O
Method: DFT, wB97M-V/def2-TZVPD

Computed properties:
HOMO-LUMO gap (spin up / spin down), eV: 7.211 / 7.239
Net charge: 0
HOMO (spin up / spin down), eV: -11.09 / -11.12

Cartesian coordinates (Å):
C  -0.125  0.708  0.432
C  0.471  -0.509  0.120
O  -0.755  0.863  1.458
F  -1.302  -0.232  -1.627
F  1.391  -0.784  -0.847
F  0.114  -1.605  0.737
H  0.206  1.558  -0.272


Which of them is the most stable? Correct choice: one.


## one
Molecular formula: C8H7N3O
Method: DFT, wB97M-V/def2-TZVPD

Computed properties:
HOMO-LUMO gap, eV: 9.008
Net charge: 0
HOMO, eV: -8.70

Cartesian coordinates (Å):
C  0.880  1.751  0.930
C  1.018  -0.494  1.599
C  0.193  -0.842  0.398
C  -0.270  -2.144  0.192
C  -1.107  -2.449  -0.901
C  -1.213  -1.468  -1.918
C  -0.824  -0.182  -1.687
C  -0.201  0.106  -0.451
H  0.541  3.696  0.934
H  1.333  3.291  2.139
H  -0.106  -2.888  0.952
H  -1.626  -3.367  -1.056
H  -1.473  -1.778  -2.997
H  -0.899  0.515  -2.616
H  -0.307  2.320  -0.649
N  1.106  3.019  1.189
N  1.243  0.896  1.871
N  0.148  1.397  -0.156
O  1.564  -1.380  2.225


## two
Molecular formula: C8H7N3O
Method: DFT, wB97M-V/def2-TZVPD

Computed properties:
HOMO-LUMO gap, eV: 9.434
Net charge: 0
HOMO, eV: -9.13

Cartesian coordinates (Å):
C  4.106  -0.038  0.117
C  -0.637  -1.840  -0.237
C  0.513  -0.997  -0.229
C  0.032  0.232  -0.042
C  2.163  1.241  0.023
C  2.703  -0.047  0.043
C  1.977  -1.353  -0.337
C  -2.188  1.305  0.119
N  5.234  0.075  0.212
N  -1.780  -1.105  -0.136
N  -1.320  0.181  -0.023
O  0.841  1.463  0.083
H  -0.726  -2.955  -0.394
H  2.691  2.098  0.332
H  2.280  -2.053  0.377
H  2.043  -1.693  -1.391
H  -2.899  1.317  -0.612
H  -2.776  1.295  1.145
H  -1.558  2.150  0.036


Which of them is the most stable? Correct choice: one.


## one
Molecular formula: C6H9N3
Method: DFT, wB97M-V/def2-TZVPD

Computed properties:
HOMO-LUMO gap, eV: 9.217
Net charge: 0
HOMO, eV: -8.93

Cartesian coordinates (Å):
C  -1.032  1.054  -1.485
C  -0.701  0.299  -0.268
C  -1.671  -0.138  0.718
C  1.413  -0.142  1.483
C  1.462  -0.921  0.473
C  0.398  -0.645  -0.563
H  0.048  1.231  -1.693
H  -1.327  0.275  -2.329
H  -1.584  2.182  -1.462
H  -2.712  0.172  0.364
H  -1.584  -0.909  1.317
H  2.100  -0.317  2.346
H  1.598  -1.931  0.675
H  1.996  0.512  -0.581
H  0.259  -1.639  -1.126
N  -0.782  0.942  0.977
N  0.260  0.417  1.961
N  1.860  -0.442  -0.806


## two
Molecular formula: C6H9N3
Method: DFT, wB97M-V/def2-TZVPD

Computed properties:
HOMO-LUMO gap, eV: 9.364
Net charge: 0
HOMO, eV: -8.64

Cartesian coordinates (Å):
C  -2.195  -0.769  1.046
C  -2.413  -0.540  -0.296
C  -1.648  0.861  -0.725
C  0.421  0.499  0.168
C  1.918  0.971  0.423
C  2.603  -0.364  -0.004
H  -2.586  -1.760  1.379
H  -1.403  -0.298  1.534
H  -3.063  -0.926  -1.212
H  -1.272  0.413  -1.692
H  -2.391  1.549  -0.831
H  1.998  0.985  1.568
H  1.744  1.913  -0.186
H  3.726  -0.608  0.112
H  -0.368  -1.487  0.256
N  -0.575  1.368  0.174
N  1.823  -1.258  -0.517
N  0.395  -0.644  -0.316


## three
Molecular formula: C6H9N3
Method: DFT, wB97M-V/def2-TZVPD

Computed properties:
HOMO-LUMO gap, eV: 10.203
Net charge: 0
HOMO, eV: -9.32

Cartesian coordinates (Å):
C  -0.011  1.331  -0.663
C  1.024  1.938  0.093
C  -0.759  -1.234  -0.447
C  -0.646  -2.596  0.361
C  1.439  3.344  0.082
C  -1.582  -3.583  0.220
N  1.481  1.078  1.053
N  0.835  -0.014  0.961
N  -0.069  0.010  -0.022
H  -0.196  -1.460  -1.357
H  -1.752  -1.004  -0.523
H  0.412  -2.611  0.870
H  1.425  3.676  1.114
H  2.330  3.735  -0.331
H  0.619  3.742  -0.542
H  -1.410  -4.422  0.849
H  -2.454  -3.377  -0.274
H  -0.685  1.446  -1.445


## four
Molecular formula: C6H9N3
Method: DFT, wB97M-V/def2-TZVPD

Computed properties:
HOMO-LUMO gap, eV: 11.473
Net charge: 0
HOMO, eV: -11.37

Cartesian coordinates (Å):
C  -20.678  -19.198  12.765
C  -20.592  -18.767  11.365
N  -20.541  -18.402  10.283
H  -20.502  -18.382  13.466
H  -19.809  -19.846  12.875
H  -21.661  -19.668  12.786
C  -22.156  -22.228  13.344
C  -21.187  -23.308  13.673
N  -20.456  -24.197  13.939
H  -21.572  -21.338  13.109
H  -22.833  -21.937  14.147
H  -22.705  -22.586  12.473
C  -20.515  -24.341  16.948
C  -20.134  -25.728  16.698
N  -19.844  -26.800  16.465
H  -20.951  -24.024  16.000
H  -19.596  -23.768  17.070
H  -21.157  -24.113  17.799


Which of them is the most stable? Correct choice: four.


## one
Molecular formula: C6H9N3
Method: DFT, wB97M-V/def2-TZVPD

Computed properties:
HOMO-LUMO gap, eV: 9.755
Net charge: 0
HOMO, eV: -8.87

Cartesian coordinates (Å):
C  1.692  0.877  -0.499
C  0.695  -0.041  0.186
C  0.459  -1.492  -0.206
C  -0.954  -1.718  -0.426
C  -1.437  1.410  -0.215
C  -0.404  0.821  0.720
H  1.398  1.113  -1.602
H  1.768  2.023  0.042
H  2.736  0.400  -0.413
H  0.310  -1.197  1.658
H  1.172  -1.907  -0.977
H  -1.305  -2.823  -0.608
H  -1.438  0.929  -1.186
H  -1.957  2.334  0.144
H  -0.177  1.202  1.785
N  1.111  -1.171  1.108
N  -1.910  -1.036  -0.039
N  -1.758  0.279  0.528


## two
Molecular formula: C6H9N3
Method: DFT, wB97M-V/def2-TZVPD

Computed properties:
HOMO-LUMO gap, eV: 9.230
Net charge: 0
HOMO, eV: -8.38

Cartesian coordinates (Å):
C  -1.046  -0.811  0.238
C  -1.049  -1.063  -1.231
C  0.288  -0.459  -1.775
C  0.356  2.047  0.085
C  1.044  0.066  1.434
C  0.239  -0.928  1.074
H  -1.442  0.263  0.417
H  -1.830  -1.541  0.642
H  -2.044  -0.658  -1.653
H  -0.960  -2.187  -1.386
H  0.909  -1.232  -2.194
H  -0.162  2.931  0.293
H  1.310  1.961  1.909
H  1.909  -0.167  2.093
H  0.485  -1.931  1.593
N  0.838  0.617  -1.532
N  0.042  1.662  -1.107
N  1.112  1.428  1.100


Which of them is the most stable? Correct choice: two.